{
  "formula": "C33H57FeNP2",
  "method": "ωB97M-V/def2-TZVPD",
  "elements": ["Fe", "P", "P", "N", "C", "C", "C", "C", "C", "C", "C", "C", "C", "C", "C", "C", "C", "C", "C", "C", "C", "C", "C", "C", "C", "C", "C", "C", "C", "C", "C", "C", "C", "C", "C", "C", "C", "H", "H", "H", "H", "H", "H", "H", "H", "H", "H", "H", "H", "H", "H", "H", "H", "H", "H", "H", "H", "H", "H", "H", "H", "H", "H", "H", "H", "H", "H", "H", "H", "H", "H", "H", "H", "H", "H", "H", "H", "H", "H", "H", "H", "H", "H", "H", "H", "H", "H", "H", "H", "H", "H", "H", "H", "H"],
  "positions_angstrom": [[-0.1644, 0.0214, -0.0042], [0.9718, -2.4070, -0.1205], [1.7421, 1.7766, 0.5841], [-1.6729, -2.0090, 5.2725], [-2.1640, -1.6112, 2.0571], [-2.2522, 0.6584, -0.8825], [-2.9685, -1.8772, 5.9159], [2.5609, -2.6198, -1.0162], [-1.7212, 3.0165, -0.0237], [1.5354, -1.0917, 5.3851], [0.5547, 1.3036, -3.4773], [-0.9689, -0.7300, 5.2075], [0.5942, -0.5773, 3.2693], [-2.8862, 1.1033, -2.1395], [1.3295, -1.3773, -5.2070], [-0.1982, -3.6622, -0.7798], [-0.0020, -1.6800, -4.5580], [-3.0696, -1.7716, -0.8716], [-1.0293, -0.8489, -4.6735], [-0.9168, 0.4271, -5.4743], [-2.3445, -0.6224, -0.3024], [2.9267, -1.0174, 3.4627], [-1.9646, -0.5318, 1.0726], [2.1730, -0.2692, -4.5148], [1.9314, 3.2706, -0.4629], [-0.9064, -3.1095, 5.8323], [2.8037, -1.2009, 4.8227], [-1.6917, 1.4736, 2.6753], [-1.7441, 1.5481, 0.1019], [0.3986, -0.8068, 4.5948], [1.5808, 0.4412, -3.3202], [1.7997, -0.7310, 2.6706], [3.5237, 1.3567, 0.7751], [1.4323, 2.5927, 2.2041], [1.4000, -3.3883, 1.3925], [-1.6947, 0.8475, 1.3464], [-0.0477, 1.5488, -4.8396], [-2.0327, -1.0469, -4.2640], [2.3298, -3.0461, 1.8583], [2.3680, 2.9791, -1.4242], [-2.6410, 1.3093, 3.2103], [-2.2478, 1.8474, -2.6230], [0.3137, -4.5380, -1.2037], [-3.4538, -2.8555, 5.9039], [0.7522, 1.7766, -5.5689], [-1.5871, -3.9688, 5.8514], [-1.3476, 3.2959, -1.0151], [2.5946, 4.0005, 0.0258], [1.9430, -0.6663, 1.5795], [-1.9341, 0.8378, -5.5922], [3.0917, -3.5181, -0.6698], [3.1180, -0.7438, -4.1974], [4.0934, 2.2433, 1.0841], [-4.1640, -1.6870, -0.7531], [-3.0403, 0.2626, -2.8159], [2.4185, 0.4665, -5.3025], [3.9264, -1.0992, 3.0237], [-0.8417, -3.2103, -1.5435], [2.1113, 0.3170, -2.3682], [3.6667, -1.4221, 5.4792], [-1.5879, -1.4266, 2.9628], [2.2879, 3.2063, 2.5139], [-2.8524, -1.8261, -1.9465], [-0.8912, -0.2637, 6.2080], [-3.5937, -1.1603, 5.3702], [-1.6452, -0.0736, 4.6129], [-0.5361, 0.2345, -6.4998], [-0.0624, -2.6579, -4.0544], [-3.2238, -1.7333, 2.3354], [1.4809, -4.4616, 1.1683], [-0.8367, -4.0156, 0.0434], [0.9554, 3.7367, -0.6347], [1.2695, 1.8114, 2.9519], [0.2005, 1.9539, -2.6681], [-1.5306, 2.5560, 2.6274], [-0.5640, -2.8861, 6.8635], [0.5900, -3.2659, 2.1178], [-1.8256, -2.5751, 1.6523], [2.4177, -2.6960, -2.0997], [-2.7687, -2.7053, -0.3888], [3.6917, 0.5454, 1.4914], [1.9395, -2.2979, -5.1873], [-0.8804, 1.0079, 3.2416], [1.3623, -1.2321, 6.4388], [-0.0408, -3.3442, 5.1995], [0.5479, 3.2364, 2.1651], [-3.8767, 1.5712, -1.9952], [-2.7308, 3.4424, 0.0964], [1.2060, -1.1026, -6.2752], [-1.0755, 3.4680, 0.7349], [3.8987, 1.0518, -0.2072], [3.1817, -1.7393, -0.7990], [-0.6979, 2.4377, -4.7607], [-2.8757, -1.5364, 6.9638]],
  "forces_ev_per_a": [[1.22, -0.31, -0.14], [0.03, -0.98, 0.33], [0.35, 0.76, 0.27], [0.34, -0.13, -0.33], [0.10, -0.56, 0.35], [0.01, -0.07, 0.59], [0.21, 0.10, -0.01], [0.07, 0.05, -0.22], [0.10, 0.65, -0.27], [-0.52, 0.10, -0.52], [0.87, -0.36, -0.01], [-1.15, 0.27, 0.40], [0.61, -0.71, 0.02], [0.14, 0.12, -0.83], [0.08, -0.57, -0.09], [-0.23, 0.12, -0.54], [0.24, -0.54, -0.19], [-0.06, -0.63, -0.70], [-0.47, 0.08, -0.32], [-0.63, 0.00, -0.14], [-0.40, 0.43, 0.58], [0.36, 0.06, -0.47], [-0.70, 0.84, -0.39], [0.64, -0.15, 0.12], [-0.04, -0.04, -0.21], [-0.26, 0.16, 0.10], [-0.20, 0.02, 0.93], [0.51, 0.24, 0.72], [-1.16, -0.32, 0.70], [-0.10, 0.10, 0.93], [-0.49, 0.79, -0.34], [1.32, 0.03, -0.78], [0.08, -0.17, -0.27], [-0.14, -0.22, 0.17], [-0.10, 0.24, 0.33], [-0.37, -0.37, -1.03], [-0.18, 0.67, -0.01], [0.69, -0.21, -0.04], [-0.25, -0.14, -0.15], [-0.13, 0.13, 0.07], [0.24, -0.03, -0.25], [-0.18, -0.05, -0.25], [0.00, 0.30, 0.14], [-0.09, 0.18, 0.04], [-0.22, 0.11, 0.46], [0.40, 0.01, 0.11], [-0.09, 0.22, 0.16], [-0.19, -0.27, -0.10], [-0.14, 0.10, 0.73], [0.39, -0.23, -0.10], [-0.23, 0.24, -0.09], [-0.26, 0.39, -0.18], [-0.22, -0.19, 0.00], [0.37, 0.13, 0.01], [0.07, 0.14, -0.11], [0.07, -0.13, 0.50], [-0.42, -0.01, -0.09], [0.16, -0.23, 0.09], [-0.37, 0.10, -0.13], [-0.56, 0.16, -0.64], [-0.28, -0.21, -0.08], [-0.10, -0.17, -0.23], [-0.21, -0.32, 0.15], [0.07, -0.11, 0.00], [0.10, -0.11, 0.09], [0.70, -0.34, 0.53], [-0.25, -0.08, 0.60], [-0.26, 0.59, -0.06], [0.28, 0.09, -0.05], [0.02, 0.35, -0.26], [0.20, 0.20, -0.21], [0.21, -0.08, -0.03], [0.01, 0.31, -0.01], [0.13, -0.46, -0.03], [0.00, -0.27, 0.05], [-0.01, -0.24, -0.18], [0.14, 0.00, 0.05], [-0.11, 0.10, 0.17], [-0.01, 0.16, 0.16], [-0.12, 0.08, -0.21], [-0.02, 0.32, -0.22], [-0.33, 0.34, -0.19], [-0.24, 0.54, 0.30], [0.14, -0.05, 0.26], [-0.21, 0.03, 0.23], [0.16, -0.19, -0.05], [0.40, -0.16, 0.27], [0.29, -0.07, -0.07], [-0.09, -0.22, 0.58], [-0.11, 0.09, -0.20], [0.05, -0.06, 0.10], [-0.04, -0.23, -0.14], [0.47, -0.21, -0.15], [-0.10, -0.05, -0.11]],
  "s_squared": 8.775,
  "lumo_energy_ev": [-1.6227, -3.4476],
  "spin_multiplicity": 6,
  "charge": 1,
  "total_energy_ha": -3292.424005,
  "gap_ev": [8.1, 7.2]
}

---

{
  "formula": "C3H36O18",
  "method": "ωB97M-V/def2-TZVPD",
  "elements": ["O", "O", "O", "O", "O", "O", "O", "O", "O", "O", "O", "O", "O", "O", "O", "O", "O", "O", "C", "C", "C", "H", "H", "H", "H", "H", "H", "H", "H", "H", "H", "H", "H", "H", "H", "H", "H", "H", "H", "H", "H", "H", "H", "H", "H", "H", "H", "H", "H", "H", "H", "H", "H", "H", "H", "H", "H"],
  "positions_angstrom": [[-0.0119, 1.6822, 4.3500], [0.5821, 2.7309, 0.1237], [-2.8149, 2.7458, -0.3078], [1.7034, 1.7294, 1.8571], [-1.1789, -0.7337, -4.5368], [2.0591, -3.0658, -0.2014], [-2.8811, 0.5294, -1.8379], [3.8687, 0.7032, 3.0053], [-0.3695, 2.3210, -3.3828], [3.7647, -0.9958, -2.7951], [1.8925, -1.1353, 3.0631], [1.2273, -1.6776, -3.1472], [-3.1504, 2.0869, 2.3022], [4.4050, 0.3262, 0.5631], [-0.1910, -2.5775, -1.0981], [-4.2135, -0.3364, 1.4560], [-3.5866, -2.2440, -0.2087], [-0.6782, -1.3876, 1.5539], [0.5449, 0.3213, 0.1682], [1.1011, 1.6203, 0.8327], [-0.7706, -0.1190, 0.8143], [3.9900, -0.1555, -3.2564], [-1.0874, 3.0321, -3.8517], [-2.9699, 2.0713, -0.9553], [0.9056, -0.6888, -2.9434], [-0.5309, -2.2499, 0.9306], [-3.0746, 2.7002, 1.4847], [1.6175, -2.0691, 3.4697], [0.3458, -2.9140, -0.4562], [2.2933, -2.2249, -0.8002], [-0.9411, -1.5028, -4.0065], [-0.8686, 0.5156, 1.7427], [0.2343, 2.5038, 4.1152], [2.4846, -3.8309, -0.7979], [-1.8923, 2.9770, -0.2456], [-4.0520, 0.5988, 1.2934], [-1.8725, -0.3521, -3.9315], [-3.0168, -0.2870, -1.4390], [3.0124, 1.2044, 2.8846], [-3.6205, -3.0656, 0.2900], [1.3684, -0.5992, 0.3344], [-3.7375, -0.5726, 2.3155], [3.4763, -0.1631, 3.3973], [0.3280, -2.5733, -1.9588], [1.1309, -0.8374, 2.6069], [-1.5965, 0.0393, 0.1189], [-2.7768, 2.4726, 3.0552], [-3.6597, -1.4144, 0.3456], [-3.5777, 0.6852, -2.4171], [3.8510, 0.5558, 1.3642], [2.1500, -1.7252, -3.1747], [0.3985, 0.3431, -0.8929], [0.8623, 3.5486, 0.5948], [0.2001, 0.9681, 3.6138], [-0.3619, 1.6372, -3.9196], [4.3750, -1.2335, -2.1394], [5.3108, 0.0821, 0.6550]],
  "forces_ev_per_a": [[-1.29, -6.92, -0.34], [1.08, -0.85, 1.43], [-0.72, 1.56, 1.23], [-0.22, 0.26, -0.21], [-1.26, 0.71, 1.42], [3.36, -0.09, -3.64], [2.34, 2.00, 0.02], [-2.25, -1.09, 1.61], [-3.12, 8.48, 2.30], [-1.39, 0.96, -2.17], [0.48, -3.75, 2.45], [-4.18, 2.79, 0.41], [-0.79, 0.26, -3.22], [-2.14, 0.35, -1.94], [-3.14, 1.56, -3.88], [0.66, -0.79, 1.48], [0.25, 0.76, -0.81], [0.27, -2.20, -2.76], [3.03, -2.50, 1.04], [-2.30, 0.32, -2.40], [0.86, -0.03, 2.89], [0.14, -1.03, 0.97], [3.18, -3.18, 2.01], [0.51, -0.92, -0.58], [1.57, -3.38, -0.79], [-0.86, 3.60, 1.75], [-0.07, -1.36, 1.75], [0.77, 3.20, -1.47], [2.62, -1.63, 2.01], [-0.75, -2.55, 2.00], [0.41, -0.30, -0.30], [-0.73, -0.06, -1.26], [1.65, 4.10, -1.83], [-1.43, 2.40, 2.11], [0.58, -0.28, -0.52], [0.24, 0.20, 0.62], [0.85, -0.25, -0.98], [-0.57, -2.76, 1.16], [1.42, -0.56, 0.46], [0.02, 0.57, 0.28], [-2.05, 2.68, -0.18], [-0.89, 0.90, -1.81], [0.97, 1.99, -1.06], [-0.61, 0.10, 1.54], [-1.47, 0.06, -0.91], [-0.01, -0.57, 0.43], [0.88, 1.06, 1.60], [-0.34, -1.56, 0.25], [-2.08, 0.19, -1.62], [2.21, -0.78, -0.19], [2.53, 0.59, -0.03], [0.22, 0.75, -0.53], [-0.07, -0.65, -0.28], [-0.38, 2.87, 2.32], [-0.06, -5.41, -4.36], [1.60, 0.14, 1.36], [0.47, 0.04, 1.20]],
  "lumo_energy_ev": -0.0579,
  "charge": 0,
  "total_energy_ha": -1490.085941,
  "gap_ev": 10.2
}

---

{
  "formula": "C5H9N3O2",
  "method": "ωB97M-V/def2-TZVPD",
  "elements": ["O", "O", "N", "N", "N", "C", "C", "C", "C", "C", "H", "H", "H", "H", "H", "H", "H", "H", "H"],
  "positions_angstrom": [[-2.3648, -1.1333, 1.7770], [-2.3761, -0.9644, -0.3078], [-1.7863, -0.9243, 0.7522], [0.5569, 2.2003, -1.7670], [0.2891, -0.6476, -0.3491], [-0.4726, 2.5299, -2.0993], [-0.4486, -0.5330, 0.8103], [1.6563, -0.1745, -0.1128], [-0.0813, -0.9758, -1.5839], [0.1582, -0.0875, 2.1460], [-0.7184, -0.1267, 2.8072], [1.5084, 0.8471, 0.1978], [0.8272, -0.7187, 2.6072], [2.1596, -0.7169, 0.7016], [-1.1061, -1.0810, -1.8628], [-1.4111, 2.9356, -2.3487], [0.5580, 0.8546, 2.0601], [2.2098, -0.2920, -1.1373], [0.8417, -0.9918, -2.2907]],
  "forces_ev_per_a": [[-1.31, -0.72, 3.79], [-0.91, 0.04, -2.44], [1.43, 0.94, -0.43], [1.59, -0.57, 0.41], [1.51, 1.16, 4.73], [-1.05, 0.63, -0.18], [0.48, -0.65, -0.49], [0.67, -0.44, -2.01], [1.56, -1.08, -4.52], [-4.15, -1.28, -1.26], [0.30, 0.52, -0.05], [0.92, 0.54, -0.32], [1.81, -1.74, 0.49], [-0.12, -0.08, -0.53], [0.07, -0.02, -0.18], [-0.59, 0.04, -0.25], [0.85, 2.28, -0.10], [-0.76, 0.56, 2.31], [-2.30, -0.11, 1.04]],
  "s_squared": 2.008,
  "lumo_energy_ev": [0.8102, -1.3461],
  "spin_multiplicity": 3,
  "charge": 0,
  "total_energy_ha": -510.384951,
  "gap_ev": [6.6, 8.5]
}

---

Calculated values (kcal/mol) of energy relative to the best compared isomer or geometry (same formula, charge and spin) for the records, taken in order: 5.1; 75.3; 57.3.
Calculated values (g mol⁻¹) of M for the records, taken in order: 585.6; 360.3; 143.1.